DFT (ωB97M-V with the def2-TZVPD basis set) results for a 2-piece molecular cluster, C9H10N2O3 overall at a distorted geometry.

Each line ends with the Mulliken charge.
Element x y z (Å)
C: -3.184 0.874 -0.177  -0.330
C: -3.010 -0.173 0.680  -0.540
C: -2.062 1.550 -0.654  -0.611
C: -1.802 -0.448 1.245  -0.703
C: -0.835 1.189 -0.158  0.828
C: -0.702 0.279 0.898  -0.045
C: 0.524 1.674 -0.492  -0.458
C: 1.389 0.818 0.440  0.217
C: 2.739 -1.622 -0.692  -0.644
N: 0.595 0.217 1.338  0.042
N: 2.849 0.836 0.570  1.039
O: 3.444 1.712 -0.004  -0.658
O: 3.277 0.078 1.412  -0.671
O: 2.283 -0.408 -1.106  -0.520
H: -4.251 1.172 -0.382  0.314
H: -3.843 -0.904 0.902  0.300
H: -2.177 2.275 -1.512  0.340
H: -1.598 -1.224 1.978  0.350
H: 1.009 1.750 -1.399  0.480
H: 0.517 2.747 -0.042  0.232
H: 3.780 -1.782 -1.300  0.217
H: 2.131 -2.496 -0.805  0.265
H: 3.229 -1.564 0.354  0.273
H: 0.852 -0.440 2.075  0.283

Values from the calculation:
Energy above the lowest of the compared OMol25 structures with the same formula, charge and spin, kcal/mol: 162.83
LUMO (alpha / beta), eV: -0.6 / -0.6
Orbital gap (alpha / beta), Eh: 0.2883 / 0.2883